Molecular formula: C2H8N10
Method: DFT, ωB97M-V/def2-TZVPD

Structure (XYZ):
```
20
Properties=species:S:1:pos:R:3
C -4.105 -1.860 3.625
C 0.297 -0.861 0.180
N -5.154 -1.136 3.763
N -4.987 -0.030 3.102
N -3.985 0.018 2.402
N -2.170 -1.465 2.236
N -2.132 -0.658 0.287
N -3.259 -1.175 2.686
N 1.229 -0.472 -0.825
N -1.073 -0.603 -0.096
N 1.431 0.924 -1.024
N 0.254 1.580 -1.489
H -3.885 -2.820 4.050
H 0.399 -1.949 0.327
H 0.533 -0.380 1.143
H 1.137 -0.979 -1.703
H 1.704 1.339 -0.107
H 2.274 1.022 -1.638
H 0.137 1.510 -2.498
H 0.180 2.551 -1.205
```

Computed properties:
LUMO level (alpha / beta), eV: -9.38 / -9.39
Charge: +2
Orbital gap (alpha / beta), eV: 7.02 / 7.01

Molecular formula: C2H8N2
Method: DFT, ωB97M-V/def2-TZVPD

Structure (XYZ):
```
12
Properties=species:S:1:pos:R:3
C 0.704 1.062 1.064
N 0.631 -0.262 0.492
C 0.048 -0.465 -0.798
N -1.401 -0.595 -0.827
H 0.783 1.833 0.281
H -0.159 1.285 1.691
H 1.611 1.155 1.656
H 1.371 -0.900 0.718
H 0.484 -1.374 -1.202
H 0.289 0.358 -1.488
H -1.729 -1.042 0.017
H -1.862 0.293 -0.960
```

Computed properties:
LUMO level, eV: 1.18
Structure (SMILES): CNCN
Orbital gap, eV: 9.70

Molecular formula: C2H8N2
Method: DFT, ωB97M-V/def2-TZVPD

Structure (XYZ):
```
12
Properties=species:S:1:pos:R:3
C 0.616 1.199 -0.124
N 0.645 -0.067 -0.200
C 1.985 -0.554 0.053
H -0.332 1.600 -0.079
H 1.432 1.936 -0.060
H 2.640 -0.831 -0.924
H 2.658 0.171 0.480
H 2.078 -1.504 0.700
N -2.913 -0.735 -0.013
H -2.074 -1.268 -0.120
H -3.169 -0.462 -0.948
H -2.773 0.054 0.576
```

Computed properties:
LUMO level, eV: 1.02
Structure (SMILES): C=NC.N
Orbital gap, eV: 10.65

Molecular formula: C2H8N2
Method: DFT, ωB97M-V/def2-TZVPD

Structure (XYZ):
```
12
Properties=species:S:1:pos:R:3
N -1.863 0.109 0.595
C -0.640 -0.402 -0.049
C 0.522 0.645 -0.103
N 1.649 0.114 -0.764
H -1.694 0.436 1.691
H -2.545 -0.276 0.089
H -0.708 -0.722 -0.949
H -0.216 -1.504 0.521
H 0.221 1.726 -0.685
H 0.947 0.688 0.657
H 1.914 -1.105 -0.635
H 2.412 0.290 -0.369
```

Computed properties:
LUMO level, eV: 1.14
Structure (SMILES): NCCN
Orbital gap, eV: 9.98

Molecular formula: C2H8N2O
Method: DFT, ωB97M-V/def2-TZVPD

Structure (XYZ):
```
13
Properties=species:S:1:pos:R:3
C -2.286 0.402 0.567
O -2.643 -0.555 -0.042
H -1.770 1.304 0.201
H -2.364 0.460 1.677
N 2.376 -0.291 0.587
C 1.308 -0.452 -0.355
N 0.715 0.822 -0.818
H 3.196 -0.828 0.365
H 2.131 -0.373 1.555
H 1.698 -0.987 -1.224
H 0.462 -1.087 -0.074
H 0.955 1.518 -0.106
H 1.237 1.124 -1.640
```

Computed properties:
LUMO level, eV: 0.93
Structure (SMILES): C=O.NCN
Orbital gap, eV: 10.30

Molecular formula: C2H8N2O
Method: DFT, ωB97M-V/def2-TZVPD

Structure (XYZ):
```
13
Properties=species:S:1:pos:R:3
N 1.301 -0.603 0.410
C 0.914 0.645 -0.161
C -0.066 0.704 -1.041
N -0.338 1.941 -1.687
H 0.550 -0.666 1.142
H 0.977 -1.314 -0.238
H 1.139 1.674 0.301
H -0.724 -0.120 -1.201
H 0.531 2.310 -2.031
H -0.996 1.800 -2.522
O -1.252 -2.020 2.035
H -1.845 -2.568 1.491
H -1.444 -2.412 2.927
```

Computed properties:
LUMO level, eV: 0.60
Structure (SMILES): N/C=C/N.O
Orbital gap, eV: 8.29

Molecular formula: C2H8N2O
Method: DFT, ωB97M-V/def2-TZVPD

Structure (XYZ):
```
13
Properties=species:S:1:pos:R:3
N -1.719 -0.769 -0.092
C -1.332 0.474 -0.460
O -1.311 1.441 0.383
H -1.634 -1.558 -0.714
H -1.907 -0.936 0.886
H -1.259 0.619 -1.545
C 1.216 0.389 -0.268
N 1.733 -0.511 0.747
H 1.911 1.225 -0.415
H 1.155 -0.127 -1.228
H 0.221 1.073 0.177
H 1.827 -0.027 1.636
H 1.100 -1.292 0.893
```

Computed properties:
LUMO level, eV: 0.69
Structure (SMILES): NC=O.CN
Orbital gap, eV: 8.74

Molecular formula: C2H8N2O2
Method: DFT, ωB97M-V/def2-TZVPD

Structure (XYZ):
```
14
Properties=species:S:1:pos:R:3
N -0.805 -2.146 0.737
C -0.846 -2.175 2.118
O -1.845 -2.281 2.824
H -1.641 -2.633 0.246
H -0.670 -1.302 0.136
H 0.129 -2.425 2.625
N 0.950 2.330 -0.443
C 0.462 1.423 -1.520
O 0.348 0.055 -1.064
H 0.254 2.998 -0.188
H 1.714 2.883 -0.746
H -0.506 1.733 -1.892
H 1.282 1.602 -2.298
H 1.174 -0.062 -0.535
```

Computed properties:
LUMO level, eV: 0.69
Structure (SMILES): NC=O.NCO
Orbital gap, eV: 10.53

Molecular formula: C2H8N2O2
Method: DFT, ωB97M-V/def2-TZVPD

Structure (XYZ):
```
14
Properties=species:S:1:pos:R:3
C 0.795 -0.230 -2.163
N 0.388 -0.645 -0.838
H 1.303 -1.036 -2.734
H 1.489 0.628 -2.017
H -0.083 0.146 -2.718
H -0.092 -1.562 -0.972
H 1.238 -0.871 -0.302
N -1.286 0.875 1.119
C -0.718 0.138 2.174
O 0.648 0.228 2.168
O -1.424 -0.435 2.978
H -2.354 0.821 1.093
H -0.793 0.816 0.255
H 0.889 1.127 1.958
```

Computed properties:
LUMO level (alpha / beta), eV: -3.50 / -9.83
⟨S²⟩: 0.767
Charge: +1
Spin multiplicity: 2
Orbital gap (alpha / beta), eV: 12.99 / 4.82

Molecular formula: C2H8N2O4P
Method: DFT, ωB97M-V/def2-TZVPD

Structure (XYZ):
```
17
Properties=species:S:1:pos:R:3
C -0.462 0.616 0.556
C -1.191 -0.590 0.106
N -0.733 1.874 -0.099
N -1.078 -0.710 -1.302
O 1.987 -1.301 0.100
O 2.616 0.880 1.157
O 1.869 0.730 -1.528
O -0.673 -1.806 0.771
P 1.778 0.179 -0.140
H -0.453 0.722 1.704
H -2.204 -0.541 0.442
H -0.771 1.524 -1.037
H -1.686 2.205 0.170
H -1.296 -1.641 -1.477
H 2.319 0.101 1.631
H -0.223 -0.332 -1.526
H 0.201 -1.909 0.471
```

Computed properties:
LUMO level, eV: 3.99
Charge: -1
Orbital gap, eV: 8.18

Molecular formula: C2H8N2OP
Method: DFT, ωB97M-V/def2-TZVPD

Structure (XYZ):
```
14
Properties=species:S:1:pos:R:3
C -2.579 0.284 0.049
C 1.023 -0.003 0.231
N 1.721 1.064 -0.063
N 1.460 -1.138 -0.237
O -3.139 -0.942 0.116
P -1.010 0.573 -0.712
H -3.031 1.130 0.449
H 0.391 -0.184 1.073
H 1.437 1.972 0.373
H 2.215 1.001 -0.933
H 1.772 -1.261 -1.124
H 1.178 -1.982 0.194
H -2.615 -1.426 -0.561
H -1.321 1.897 -0.422
```

Computed properties:
LUMO level, eV: -4.86
Charge: +1
Orbital gap, eV: 8.06

Molecular formula: C2H8N2OS2
Method: DFT, ωB97M-V/def2-TZVPD

Structure (XYZ):
```
15
Properties=species:S:1:pos:R:3
C 1.100 -0.892 0.794
N 0.148 0.201 0.642
C 0.578 1.512 0.332
S -1.243 -0.340 0.012
N -0.726 -0.657 -1.581
O -1.588 -1.630 0.556
S -2.660 0.946 0.021
H 0.931 -1.872 1.423
H 1.252 -1.243 -0.273
H 2.055 -0.503 1.305
H -0.363 1.935 0.135
H 1.122 1.899 1.225
H 1.301 1.800 -0.428
H -1.315 -1.325 -2.045
H -0.594 0.169 -2.119
```

Computed properties:
LUMO level, eV: 0.73
Structure (SMILES): CN(C)[S@@](N)(=O)=S
Orbital gap, eV: 9.84

Molecular formula: C2H8N2P2
Method: DFT, ωB97M-V/def2-TZVPD

Structure (XYZ):
```
14
Properties=species:S:1:pos:R:3
H 3.358 1.662 0.506
P 2.314 1.218 -0.274
N 2.160 -0.140 0.425
C 1.008 -0.949 0.369
C -0.171 -0.367 -0.375
N -1.026 0.276 0.637
P -2.546 0.946 0.059
H 0.712 -1.148 1.351
H 1.208 -1.891 -0.105
H 0.147 0.308 -1.123
H -0.820 -1.272 -0.851
H -1.288 -0.566 1.193
H -3.054 0.052 -0.888
H -2.003 1.870 -0.923
```

Computed properties:
LUMO level, eV: -0.17
Structure (SMILES): [H]/P=N/CCNP
Orbital gap, eV: 8.55

Molecular formula: C2H8N2Si2
Method: DFT, ωB97M-V/def2-TZVPD

Structure (XYZ):
```
14
Properties=species:S:1:pos:R:3
C 2.117 0.366 0.989
C 1.923 0.109 -0.319
N -0.936 -1.147 -0.867
N -1.512 1.165 -0.107
Si -2.080 -0.358 0.350
Si 0.303 -0.085 -1.326
H 3.147 0.301 1.465
H 1.306 0.657 1.608
H 2.785 0.008 -1.039
H -0.786 -2.124 -0.591
H -1.524 2.088 0.443
H -3.489 -0.630 0.061
H -1.900 -1.114 1.726
H 0.647 0.765 -2.392
```

Computed properties:
LUMO level, eV: -0.75
Orbital gap, eV: 7.50

Molecular formula: C2H8N3
Method: DFT, ωB97M-V/def2-TZVPD

Structure (XYZ):
```
13
Properties=species:S:1:pos:R:3
C -0.507 1.425 -0.175
C 0.222 -0.982 -0.247
N -0.117 -3.097 0.544
N -0.234 -1.855 0.722
N 0.352 0.334 0.502
H -1.108 2.121 0.382
H 0.175 2.154 -0.817
H -1.165 0.950 -1.028
H -0.196 -0.897 -1.207
H 1.630 -1.494 -0.773
H -0.710 -3.520 1.307
H -0.105 0.152 1.374
H 1.269 0.689 0.486
```

Computed properties:
LUMO level, eV: -4.88
Charge: +1
Orbital gap, eV: 9.41

Molecular formula: C2H8N3
Method: DFT, ωB97M-V/def2-TZVPD

Structure (XYZ):
```
13
Properties=species:S:1:pos:R:3
N -1.607 -1.743 0.673
C -0.508 -1.201 0.285
N -0.429 0.165 -0.470
C 0.916 0.645 -0.852
N 1.349 1.639 0.029
H -1.541 -2.741 0.712
H -2.391 -1.126 0.841
H 0.411 -1.713 -0.070
H -1.000 0.827 0.031
H 0.760 1.243 -1.903
H 1.630 -0.095 -0.921
H 1.373 2.654 -0.177
H 1.731 1.302 0.894
```

Computed properties:
LUMO level, eV: -4.88
Structure (SMILES): N/C=[NH+]/CN
Charge: +1
Orbital gap, eV: 8.47

Molecular formula: C2H8N3
Method: DFT, ωB97M-V/def2-TZVPD

Structure (XYZ):
```
13
Properties=species:S:1:pos:R:3
C -1.601 0.182 0.057
C 0.839 -1.260 0.068
N 1.930 0.731 -0.106
N -0.315 0.777 0.163
N 0.830 0.193 0.007
H -1.649 -0.733 0.651
H -2.337 0.872 0.464
H -1.868 -0.045 -0.980
H 0.236 -1.677 -0.742
H 0.449 -1.607 1.026
H 1.872 -1.590 -0.039
H 1.937 1.750 -0.165
H -0.324 2.407 -0.404
```

Computed properties:
LUMO level (alpha / beta), eV: -6.65 / -6.65
Charge: +1
Orbital gap (alpha / beta), eV: 8.52 / 8.52

Molecular formula: C2H8N3
Method: DFT, ωB97M-V/def2-TZVPD

Structure (XYZ):
```
13
Properties=species:S:1:pos:R:3
C -0.781 0.662 0.841
C 1.022 -1.940 -0.929
N -0.449 1.438 1.904
N 0.442 -1.054 -1.612
N -0.587 1.058 -0.446
H -1.252 -0.253 1.146
H 1.090 -1.712 0.172
H 1.428 -2.808 -1.389
H -0.604 0.981 2.811
H -0.203 2.431 1.797
H 0.360 -1.041 -2.657
H -0.061 1.896 -0.488
H -0.405 0.341 -1.149
```

Computed properties:
LUMO level, eV: -3.85
Charge: +1
Orbital gap, eV: 10.37

Molecular formula: C2H8N3
Method: DFT, ωB97M-V/def2-TZVPD

Structure (XYZ):
```
13
Properties=species:S:1:pos:R:3
C 1.579 -0.602 -0.059
C -1.908 0.182 0.291
N 1.983 0.607 0.171
N 0.275 -0.731 -0.276
N -0.655 0.378 -0.389
H 2.077 -1.582 0.049
H -1.795 0.030 1.409
H -2.218 1.184 0.087
H -2.564 -0.565 -0.126
H 2.870 0.720 0.551
H -0.122 -1.614 -0.623
H 1.271 1.291 0.284
H -0.793 0.703 -1.370
```

Computed properties:
LUMO level (alpha / beta), eV: -3.12 / -8.43
⟨S²⟩: 2.007
Charge: +1
Spin multiplicity: 3
Orbital gap (alpha / beta), eV: 7.31 / 6.92

Molecular formula: C2H8N3O
Method: DFT, ωB97M-V/def2-TZVPD

Structure (XYZ):
```
14
Properties=species:S:1:pos:R:3
C -1.737 -0.376 -0.481
C 2.938 0.255 0.486
N -2.377 -0.718 0.588
N 1.547 0.364 0.203
N -1.699 0.831 -1.052
O 0.879 -0.632 0.374
H 3.525 0.755 -0.391
H 3.223 0.885 1.339
H 3.311 -0.783 0.612
H -2.105 -1.651 0.926
H -3.043 -0.095 1.020
H -2.223 1.647 -0.828
H -1.059 0.759 -1.926
H -1.180 -1.240 -0.871
```

Computed properties:
LUMO level, eV: -3.63
Charge: +1
Orbital gap, eV: 9.33

Respective energy above the lowest of the compared OMol25 structures with the same formula, charge and spin values: 0.0 6.5 30.8 134.7 51.5 56.3 63.1 47.6 29.0 38.8 22.9 72.2 30.6 62.2 136.5 67.5 165.7 43.1 25.0 91.1 kcal per mole.
Respective largest force on an atom values: 5.44 0.45 4.38 14.62 1.70 2.76 5.03 3.71 2.84 4.54 4.04 3.06 3.53 5.95 6.70 7.94 6.07 4.53 7.60 4.86 eV Å⁻¹.